DFT (ωB97M-V/def2-TZVPD) results for one molecule with the formula C25H24N2O4S.

Its structure (SMILES) is CCOc1ccc(N(Cc2cc3cc(C)ccc3[nH]c2=O)S(=O)(=O)c2ccccc2)cc1. As for the total charge: 0. As for the HOMO energy: -8.3495 eV. For the HOMO-LUMO gap, the calculation gives 8.388 eV.

Structure (XYZ):
```
56
Properties=species:S:1:pos:R:3:nbo_charge:R:1
C 5.017 -2.294 -1.781 -0.64
C 5.348 -2.433 -0.297 -0.06
O 5.384 -1.187 0.370 -0.49
C 4.224 -0.547 0.674 0.32
C 2.943 -1.059 0.492 -0.31
C 1.837 -0.302 0.837 -0.19
C 1.985 0.961 1.392 0.14
C 3.266 1.473 1.580 -0.18
C 4.369 0.731 1.220 -0.27
H 5.366 1.117 1.357 0.23
H 3.375 2.464 1.988 0.24
N 0.878 1.781 1.703 -0.72
S 0.540 2.918 0.536 2.32
O -0.706 3.545 0.878 -0.96
O 1.695 3.749 0.371 -0.93
C 0.358 1.942 -0.961 -0.26
C 1.508 1.511 -1.597 -0.21
C 1.400 0.669 -2.691 -0.21
C 0.150 0.268 -3.136 -0.19
C -0.996 0.727 -2.507 -0.22
C -0.891 1.571 -1.413 -0.21
H -1.766 1.956 -0.917 0.23
H -1.971 0.429 -2.864 0.22
H 0.068 -0.395 -3.985 0.22
H 2.291 0.326 -3.196 0.22
H 2.465 1.852 -1.237 0.24
C -0.134 1.351 2.649 -0.24
C -1.204 0.454 2.085 -0.15
C -2.268 0.950 1.416 -0.11
C -3.260 0.101 0.836 -0.14
C -4.347 0.589 0.101 -0.16
C -5.275 -0.265 -0.456 -0.04
C -5.116 -1.644 -0.271 -0.18
C -4.060 -2.153 0.449 -0.25
C -3.120 -1.287 1.010 0.26
N -2.060 -1.753 1.739 -0.58
C -1.077 -0.983 2.327 0.63
O -0.209 -1.515 2.996 -0.63
H -1.989 -2.751 1.905 0.41
H -3.953 -3.219 0.586 0.21
H -5.841 -2.318 -0.703 0.21
C -6.440 0.250 -1.244 -0.62
H -6.433 -0.168 -2.250 0.22
H -7.376 -0.043 -0.771 0.22
H -6.413 1.334 -1.317 0.22
H -4.447 1.658 -0.023 0.21
H -2.366 2.021 1.306 0.24
H -0.592 2.266 3.031 0.23
H 0.381 0.823 3.457 0.25
H 0.851 -0.704 0.667 0.22
H 2.783 -2.042 0.079 0.22
H 4.649 -3.118 0.197 0.17
H 6.360 -2.831 -0.180 0.19
H 5.737 -1.633 -2.257 0.22
H 5.061 -3.268 -2.260 0.22
H 4.022 -1.876 -1.919 0.21
```

DFT (ωB97M-V/def2-TZVPD) results for a 6-piece molecular cluster, C31H84N5O8P3 overall.

Its structure (SMILES) is CCCCCCCCCCC[PH3]PP(=O)(O)O.COC[C@@H](C)N.COC[C@@H](C)N.COC[C@@H](C)N.COC[C@@H](C)N.COC[C@@H](C)N. As for the total charge: 0. As for the HOMO energy: -7.8964 eV. For the HOMO-LUMO gap, the calculation gives 8.222 eV.

Structure (XYZ):
```
131
Properties=species:S:1:pos:R:3:lowdin_charge:R:1
C -5.273 -2.947 -3.398 -0.11
C -3.900 -3.489 -3.799 -0.25
C -2.988 -2.497 -4.532 -0.20
C -3.022 -1.029 -4.098 -0.21
C -2.044 -0.690 -2.983 -0.22
C -2.281 -1.420 -1.675 -0.19
C -1.327 -0.917 -0.600 -0.21
C -1.757 0.398 0.078 -0.20
C -1.674 0.326 1.603 -0.20
C -0.242 -0.021 2.070 -0.27
C -0.047 -1.376 2.763 -0.39
P 0.712 -2.663 1.593 0.62
P 1.621 -4.243 0.016 0.54
P 2.347 -3.034 -1.615 0.15
O 3.714 -3.371 -1.983 -0.33
O 2.251 -1.484 -1.165 -0.25
O 1.282 -3.113 -2.814 -0.19
H -5.250 -2.512 -2.400 0.06
H -6.014 -3.742 -3.380 0.06
H -5.607 -2.168 -4.079 0.07
H -4.071 -4.330 -4.471 0.09
H -3.406 -3.924 -2.931 0.09
H -3.174 -2.575 -5.602 0.11
H -1.956 -2.830 -4.388 0.11
H -2.707 -0.447 -4.963 0.08
H -4.022 -0.676 -3.846 0.11
H -1.037 -0.913 -3.342 0.10
H -2.071 0.391 -2.819 0.12
H -2.074 -2.479 -1.838 0.11
H -3.318 -1.342 -1.347 0.12
H -0.331 -0.840 -1.042 0.08
H -1.283 -1.673 0.181 0.07
H -1.154 1.242 -0.262 0.11
H -2.779 0.614 -0.238 0.11
H -2.407 -0.391 1.973 0.11
H -1.943 1.304 2.000 0.10
H 0.050 0.752 2.781 0.09
H 0.430 0.094 1.214 0.07
H -1.006 -1.762 3.110 0.07
H 0.566 -1.252 3.655 0.06
H 1.592 -3.212 2.536 -0.03
H 1.120 -1.639 0.717 -0.05
H -0.509 -3.328 1.397 -0.03
H 0.466 -4.741 -0.618 -0.16
H 1.391 -1.086 -1.372 0.04
H 1.303 -2.308 -3.349 0.06
C 3.588 4.610 4.880 -0.07
C 2.473 3.904 5.645 -0.43
C 1.590 3.011 4.765 -0.22
O 0.659 3.702 3.954 -0.19
C 1.173 4.231 2.750 -0.11
N 1.707 4.896 6.396 0.05
H 3.208 5.464 4.318 0.06
H 4.335 4.989 5.576 0.07
H 4.086 3.934 4.181 0.08
H 2.945 3.237 6.375 0.13
H 0.985 2.380 5.421 0.12
H 2.206 2.341 4.146 0.12
H 1.949 3.584 2.326 0.08
H 1.583 5.235 2.882 0.08
H 0.347 4.294 2.041 0.09
H 1.045 4.451 7.025 0.05
H 1.127 5.413 5.740 0.07
C 2.130 6.078 9.909 -0.07
C 0.650 6.443 9.848 -0.43
C 0.039 6.824 11.200 -0.21
O -0.215 5.735 12.065 -0.19
C 0.893 5.276 12.812 -0.11
N -0.072 5.353 9.190 0.04
H 2.276 5.075 10.311 0.07
H 2.551 6.088 8.904 0.06
H 2.689 6.781 10.530 0.08
H 0.556 7.327 9.209 0.14
H -0.939 7.278 11.017 0.12
H 0.660 7.574 11.708 0.12
H 1.554 6.104 13.090 0.09
H 1.475 4.527 12.269 0.07
H 0.505 4.817 13.720 0.09
H -1.036 5.625 9.019 0.08
H -0.143 4.577 9.842 0.07
C -5.529 -9.995 -4.509 -0.07
C -5.943 -8.817 -5.385 -0.44
C -4.773 -8.125 -6.093 -0.21
O -3.987 -7.294 -5.264 -0.20
C -3.003 -7.951 -4.490 -0.10
N -6.745 -7.889 -4.584 0.04
H -5.097 -9.658 -3.566 0.06
H -6.399 -10.603 -4.266 0.08
H -4.798 -10.630 -5.014 0.08
H -6.590 -9.207 -6.177 0.13
H -5.184 -7.461 -6.857 0.12
H -4.136 -8.859 -6.606 0.12
H -2.584 -8.809 -5.025 0.09
H -3.395 -8.288 -3.526 0.08
H -2.207 -7.232 -4.300 0.09
H -7.134 -7.168 -5.184 0.07
H -6.117 -7.392 -3.957 0.07
C 1.892 2.596 -6.991 -0.07
C 2.312 1.669 -5.856 -0.43
C 1.292 0.566 -5.552 -0.20
O 0.139 1.030 -4.873 -0.20
C -0.863 1.578 -5.710 -0.10
N 2.620 2.447 -4.658 0.06
H 1.134 3.308 -6.664 0.06
H 2.749 3.173 -7.336 0.08
H 1.495 2.036 -7.840 0.08
H 3.237 1.170 -6.164 0.14
H 1.767 -0.152 -4.876 0.11
H 0.997 0.020 -6.459 0.12
H -0.916 1.054 -6.669 0.10
H -0.700 2.644 -5.890 0.08
H -1.813 1.462 -5.190 0.07
H 3.044 1.836 -3.964 0.03
H 1.735 2.737 -4.252 0.08
C 5.908 1.814 -0.856 -0.06
C 4.411 2.033 -0.667 -0.43
C 3.561 0.808 -1.019 -0.22
O 3.399 0.561 -2.410 -0.25
C 4.488 -0.119 -3.033 -0.09
N 4.017 3.246 -1.387 0.05
H 6.189 1.872 -1.908 0.07
H 6.466 2.587 -0.331 0.08
H 6.222 0.842 -0.470 0.08
H 4.232 2.219 0.398 0.13
H 2.547 0.976 -0.641 0.11
H 3.955 -0.090 -0.526 0.12
H 4.945 -0.844 -2.360 0.09
H 5.250 0.579 -3.389 0.08
H 4.088 -0.648 -3.902 0.09
H 3.054 3.483 -1.170 0.07
H 4.020 3.067 -2.388 0.05
```

DFT (ωB97M-V/def2-TZVPD) results for one molecule with the formula C2H5NO2 at a distorted geometry.

Its structure (SMILES) is COC(N)=O. As for the total charge: 0. As for the HOMO energy: -10.3955 eV. For the HOMO-LUMO gap, the calculation gives 11.276 eV.

Structure (XYZ):
```
10
Properties=species:S:1:pos:R:3:nbo_charge:R:1
C -1.826 -0.047 0.098 -0.27
C 0.495 0.135 -0.084 0.88
H -2.522 -0.849 -0.165 0.20
H -2.109 0.956 -0.425 0.21
H -1.917 0.185 1.201 0.18
H 1.582 -1.556 0.082 0.40
H 2.556 -0.074 0.376 0.42
N 1.636 -0.556 0.054 -0.85
O -0.600 -0.717 -0.154 -0.54
O 0.468 1.304 -0.036 -0.62
```

DFT (ωB97M-V/def2-TZVPD) results for a 2-piece molecular cluster, C2H3ClOS overall at a distorted geometry.

Its structure (SMILES) is OSCl.C#C. As for the total charge: 0. As for the HOMO energy: -8.6905 eV. For the HOMO-LUMO gap, the calculation gives 9.201 eV.

Structure (XYZ):
```
8
Properties=species:S:1:pos:R:3:nbo_charge:R:1
C -0.531 0.797 -1.241 -0.25
C -0.329 1.594 -0.361 -0.23
O 0.560 -1.744 1.551 -0.84
S 0.249 -0.338 2.251 0.52
Cl 1.920 0.286 3.011 -0.16
H -0.549 0.235 -2.201 0.25
H 0.262 -2.476 2.058 0.49
H -0.273 2.212 0.492 0.23
```

DFT (ωB97M-V/def2-TZVPD) results for CHF3NOS2Yb as an isolated structure at a distorted geometry.

As for the total charge: -1. As for the HOMO energy: -2.9361 eV. For the HOMO-LUMO gap, the calculation gives 4.941 eV.

Structure (XYZ):
```
10
Properties=species:S:1:pos:R:3:nbo_charge:R:1
N 1.274 0.903 -1.124 -0.89
S 1.752 1.451 0.492 -0.42
S 0.373 -0.381 -1.228 1.26
C -1.490 0.326 -0.076 0.65
F -1.804 0.318 1.232 -0.39
F -1.709 1.589 -0.475 -0.38
F -2.462 -0.430 -0.634 -0.39
Yb 1.251 -0.793 1.798 1.26
O 0.324 -1.479 -0.091 -1.11
H 2.491 -1.503 0.106 -0.59
```

DFT (ωB97M-V/def2-TZVPD) results for C28H42N5O6PS3V as an isolated structure at a distorted geometry.

As for the total charge: -2. As for the HOMO energy (alpha / beta): -0.8639 / -2.1557 eV. For the HOMO-LUMO gap (alpha / beta), the calculation gives 4.919 / 6.210 eV. The spin multiplicity is 4.

Structure (XYZ):
```
86
Properties=species:S:1:pos:R:3:lowdin_spin:R:1
V 0.625 0.331 0.839 2.75
S -0.732 -0.357 2.746 0.02
C 0.714 -0.862 3.541 0.02
S 2.069 -1.260 2.549 0.00
C 0.776 -0.916 4.942 0.01
C -0.329 -0.533 5.768 0.00
N -1.189 -0.217 6.472 0.00
C 1.968 -1.296 5.638 0.00
N 2.903 -1.590 6.249 0.00
C 0.916 2.535 3.458 0.00
N 0.684 2.496 2.018 0.01
C 1.624 3.396 1.354 0.00
C -0.701 2.922 1.719 0.01
C -0.998 2.777 0.245 0.02
C -1.657 3.781 -0.455 0.00
C -1.910 3.631 -1.816 0.03
C -1.489 2.467 -2.450 0.00
C -0.819 1.481 -1.729 0.02
C -0.533 1.584 -0.354 0.01
H 0.846 3.567 3.838 0.00
H 1.908 2.139 3.681 0.00
H 0.177 1.918 3.966 0.00
H 1.510 4.425 1.735 0.00
H 1.449 3.395 0.280 0.00
H 2.640 3.056 1.545 0.00
H -0.868 3.955 2.072 0.00
H -1.354 2.256 2.288 0.00
H -1.973 4.686 0.059 0.00
H -2.408 4.418 -2.373 0.00
H -1.678 2.332 -3.511 0.00
H -0.479 0.599 -2.270 0.00
C 3.938 -3.536 -1.050 0.00
C 2.487 -3.249 -0.677 0.00
S 2.002 -1.603 -1.204 0.00
O 0.663 -1.382 -0.505 0.03
C 1.565 -1.962 -2.911 0.00
C 0.200 -2.623 -3.050 0.00
H 4.319 -4.390 -0.491 0.00
H 4.567 -2.675 -0.817 0.00
H 4.053 -3.749 -2.115 0.00
H 2.360 -3.190 0.407 0.00
H 1.790 -3.985 -1.081 0.00
H 2.380 -2.571 -3.310 0.00
H 1.594 -0.983 -3.397 0.00
H 0.216 -3.677 -2.770 0.00
H -0.139 -2.549 -4.085 0.00
H -0.526 -2.116 -2.413 0.00
C 5.059 2.029 0.486 0.00
N 4.336 2.045 -0.775 0.00
C 4.830 2.727 -1.848 0.00
C 4.263 2.638 -3.057 0.00
C 3.135 1.706 -3.237 0.00
O 2.729 1.416 -4.365 0.00
N 2.583 1.169 -2.107 0.00
C 3.113 1.362 -0.907 0.01
O 2.621 0.926 0.159 0.02
H 6.102 1.758 0.311 0.00
H 4.595 1.293 1.135 0.00
H 5.023 3.002 0.983 0.00
H 5.705 3.336 -1.649 0.00
H 4.631 3.202 -3.902 0.00
C -5.243 -1.153 -2.678 0.00
C -3.858 -0.802 -2.181 0.00
O -3.469 -1.760 -1.202 0.01
P -2.403 -1.183 -0.025 0.01
O -3.394 -0.155 0.756 0.00
C -4.409 -0.521 1.688 0.00
C -5.641 0.311 1.403 0.00
O -2.578 -2.497 0.942 0.00
C -1.526 -3.459 0.959 0.00
C -1.704 -4.486 -0.144 0.00
H -5.586 -0.422 -3.414 0.00
H -5.946 -1.171 -1.843 0.00
H -5.244 -2.144 -3.138 0.00
H -3.852 0.208 -1.760 0.00
H -3.144 -0.807 -3.012 0.00
H -4.024 -0.325 2.691 0.00
H -4.628 -1.587 1.614 0.00
H -5.374 1.368 1.351 0.00
H -6.384 0.173 2.192 0.00
H -6.087 0.027 0.447 0.00
H -1.571 -3.929 1.941 0.00
H -0.563 -2.949 0.873 0.00
H -2.668 -4.990 -0.046 0.00
H -0.905 -5.231 -0.098 0.00
H -1.686 -4.001 -1.121 0.00
```

Question: The lowest total charge belongs to which entry?
Answer: C28H42N5O6PS3V